# 1
{"formula": "C22H38ClF7INO8PS4", "method": "ωB97M-V/def2-TZVPD", "elements": ["C", "C", "O", "C", "C", "O", "C", "C", "C", "C", "C", "I", "O", "S", "O", "O", "C", "N", "S", "C", "P", "S", "C", "F", "F", "C", "F", "F", "C", "C", "C", "C", "C", "C", "Cl", "C", "C", "H", "H", "H", "H", "H", "H", "H", "H", "H", "H", "H", "H", "H", "H", "H", "H", "H", "H", "H", "H", "H", "H", "H", "H", "H", "H", "H", "H", "H", "H", "H", "H", "H", "H", "H", "H", "H", "H", "C", "F", "F", "F", "S", "O", "O", "O"], "positions_angstrom": [[-1.79, -5.45, -1.15], [-1.75, -5.04, -2.61], [-1.93, -3.64, -2.80], [-0.77, -2.88, -2.52], [-1.17, -1.42, -2.44], [-0.95, -0.88, -1.14], [-0.32, 0.37, -1.15], [-0.11, 0.79, 0.32], [-1.42, 0.48, 1.12], [-1.44, -0.61, 2.19], [-2.74, -0.49, 3.00], [-1.39, -2.64, 1.49], [0.79, -0.23, 0.87], [2.23, -0.53, 0.35], [2.85, -1.23, 1.43], [2.18, -1.07, -0.99], [3.01, 1.13, 0.30], [3.53, 1.36, 1.61], [4.41, 0.65, -0.84], [2.07, 2.39, -0.10], [3.15, 3.75, 0.74], [5.06, 3.90, 0.32], [2.10, 2.83, -1.63], [3.28, 2.56, -2.20], [1.18, 2.14, -2.35], [1.87, 4.36, -1.96], [3.05, 4.96, -2.13], [1.18, 4.43, -3.12], [0.49, 2.27, 0.53], [0.35, 2.65, 2.05], [0.76, 1.81, 3.30], [-0.46, 1.63, 4.23], [1.80, 2.53, 4.17], [-0.51, 3.33, -0.17], [-2.19, 2.66, -0.47], [-0.97, 4.68, 0.48], [-0.16, 5.85, 1.05], [-0.80, -5.33, -0.69], [-2.06, -6.50, -1.07], [-2.50, -4.81, -0.63], [-0.84, -5.39, -3.11], [-2.59, -5.51, -3.12], [-0.02, -3.04, -3.31], [-0.32, -3.17, -1.57], [-2.23, -1.36, -2.67], [-0.63, -0.82, -3.18], [-0.92, 1.10, -1.70], [0.63, 0.29, -1.65], [-2.18, 0.23, 0.38], [-1.80, 1.38, 1.60], [-0.60, -0.54, 2.87], [-2.61, -0.93, 3.99], [-3.07, 0.55, 3.09], [-3.55, -1.03, 2.52], [4.53, 1.46, 1.64], [3.19, 0.71, 2.30], [5.26, 1.48, -0.23], [2.91, 3.67, 2.09], [2.52, 4.92, 0.37], [1.31, 4.90, -1.22], [0.76, 3.64, 2.20], [-0.72, 2.82, 2.17], [1.13, 0.81, 3.10], [-0.40, 0.68, 4.77], [-0.51, 2.43, 4.97], [-1.41, 1.62, 3.69], [1.83, 2.07, 5.16], [1.49, 3.57, 4.31], [2.80, 2.54, 3.75], [-0.25, 3.46, -1.21], [-1.59, 5.12, -0.30], [-1.69, 4.42, 1.25], [-0.89, 6.54, 1.47], [0.38, 6.43, 0.29], [0.53, 5.61, 1.85], [-2.94, -8.56, -4.90], [-2.08, -7.94, -5.71], [-3.82, -7.63, -4.47], [-3.63, -9.44, -5.64], [-2.08, -9.37, -3.48], [-1.44, -8.24, -2.85], [-1.21, -10.30, -4.15], [-3.18, -9.95, -2.75]], "lowdin_charge": [-0.096, -0.259, -0.158, -0.202, -0.138, -0.207, -0.219, -0.315, -0.223, -0.742, -0.193, 1.029, -0.242, 0.579, -0.247, -0.273, -0.750, -0.052, 0.879, -0.218, 0.497, 0.244, -0.474, 0.033, 0.097, -0.346, 0.079, 0.102, -0.165, -0.117, -0.360, -0.066, -0.089, -0.463, 0.798, -0.299, -0.101, 0.062, 0.067, 0.046, 0.121, 0.112, 0.129, 0.101, 0.135, 0.128, 0.087, 0.100, 0.100, 0.057, 0.042, 0.076, 0.066, 0.051, 0.052, 0.078, -0.184, -0.033, -0.029, 0.112, 0.069, 0.092, 0.111, 0.093, 0.084, 0.048, 0.085, 0.086, 0.044, 0.060, 0.096, 0.083, 0.082, 0.068, 0.052, -0.681, 0.102, 0.097, 0.103, 0.432, -0.337, -0.334, -0.336], "spin_multiplicity": 1, "e_lumo_ev": 1.2261, "charge": -1}



# 2
{"formula": "C6H7N", "method": "ωB97M-V/def2-TZVPD", "elements": ["C", "C", "C", "C", "C", "C", "N", "H", "H", "H", "H", "H", "H", "H"], "positions_angstrom": [[0.72, 1.15, -0.54], [1.48, 0.00, 1.43], [1.49, 1.00, 0.59], [-0.54, 0.30, -0.45], [0.78, -1.23, 0.90], [-1.85, 0.48, -1.21], [-0.40, -0.89, 0.06], [0.91, 1.58, -1.43], [1.71, 0.05, 2.52], [1.35, -2.13, 0.40], [0.43, -1.87, 1.70], [-1.71, 1.50, -1.69], [-2.57, 0.39, -0.46], [-1.80, -0.33, -1.82]], "lowdin_charge": [-0.006, -0.122, -0.004, -0.319, -0.215, -0.021, 0.077, 0.051, 0.103, 0.147, 0.099, 0.106, 0.061, 0.045], "spin_multiplicity": 1, "e_lumo_ev": -0.2806}



# 3
{"formula": "C3H4BrCl", "method": "ωB97M-V/def2-TZVPD", "elements": ["C", "C", "C", "Cl", "Br", "H", "H", "H", "H"], "positions_angstrom": [[-0.20, 1.33, 0.40], [-0.59, 0.11, 0.08], [0.50, -0.97, -0.54], [1.95, -1.20, 0.41], [-2.46, -0.46, 0.10], [-0.69, 2.19, 0.90], [0.83, 1.46, 0.52], [0.02, -1.91, -0.38], [0.65, -0.56, -1.49]], "lowdin_charge": [-0.074, -0.727, -0.604, 0.576, 0.640, 0.081, 0.031, 0.024, 0.053], "spin_multiplicity": 1, "e_lumo_ev": 0.7596}



# 4
{"formula": "C4H14CsO3", "method": "ωB97M-V/def2-TZVPD", "elements": ["Cs", "C", "C", "O", "H", "H", "H", "H", "H", "H", "C", "O", "H", "H", "H", "H", "C", "O", "H", "H", "H", "H"], "positions_angstrom": [[12.71, -19.63, -30.94], [10.51, -15.56, -29.87], [10.47, -16.82, -29.03], [11.01, -16.62, -27.73], [9.71, -14.88, -29.60], [10.39, -15.77, -30.94], [11.45, -15.03, -29.72], [11.04, -17.61, -29.54], [9.46, -17.19, -28.90], [11.94, -16.39, -27.82], [10.60, -21.93, -28.77], [10.72, -20.54, -28.48], [11.11, -22.12, -29.73], [10.97, -22.60, -27.99], [9.56, -22.20, -28.95], [11.64, -20.40, -28.24], [10.94, -19.78, -34.81], [11.92, -19.65, -33.76], [11.13, -20.68, -35.40], [9.98, -19.85, -34.32], [10.94, -18.89, -35.44], [12.78, -19.56, -34.18]], "lowdin_charge": [1.139, -0.074, -0.325, -0.063, 0.085, 0.074, 0.078, 0.026, 0.122, 0.082, -0.142, -0.183, 0.048, 0.092, 0.091, 0.034, -0.102, -0.313, 0.088, 0.086, 0.089, 0.068], "spin_multiplicity": 1, "e_lumo_ev": -3.5870, "charge": 1}